Density functional theory data (ωB97M-V/def2-TZVPD) for 2 unconnected molecules or ions with the total composition C2H6N2O3.

## Properties
**ΔE to the lowest compared entry with this formula, charge and spin**: 6.095 eV
**LUMO (spin up / spin down)**: -0.65 / -0.65 eV
**Molecular weight**: 106.08 g/mol
**E_HOMO (spin up / spin down)**: -0.311 / -0.312 Ha

```
13
Properties=species:S:1:pos:R:3:forces:R:3
H -0.27674 -1.00200 1.48202 -0.1934 -0.2439 -0.0455
O 1.90212 0.60912 0.16791 -0.5429 -0.3154 -0.2435
H -2.36371 -1.27761 0.07061 0.0367 0.0856 -0.0305
H 1.20376 -1.64808 0.52666 0.0624 0.0505 0.0162
H 3.27981 1.82906 0.53900 -0.0692 -0.1007 -0.1391
N -2.35699 -0.28187 -0.07414 0.1195 -0.0239 -0.0019
O -1.30766 1.41661 -1.17338 0.0434 -0.3903 0.1643
O 3.25004 1.01678 0.01251 -0.1676 0.0488 -0.0319
H 0.91938 0.24787 -0.77517 0.6977 -0.0344 0.3734
C 0.30963 -1.04878 0.56995 -0.1167 0.8110 -0.4416
H -3.24474 0.16693 -0.23237 0.0667 -0.0303 -0.0430
N -0.04587 -0.37263 -0.49223 0.2851 -0.2372 0.2079
C -1.26906 0.34459 -0.62138 -0.2218 0.3801 0.2150
```
Forces are in eV/Å.

These are the Mulliken partial charges, in e, on atoms 1 to 6: 0.33 -0.55 0.22 0.24 0.31 -0.39


Density functional theory data (ωB97M-V/def2-TZVPD) for 2 unconnected molecules or ions with the total composition C2H4N2O in a non-equilibrium geometry.

## Properties
**SMILES**: C=NO.C#N
**ΔE to the lowest compared entry with this formula, charge and spin**: 3.154 eV
**LUMO**: 0.87 eV
**Molecular weight**: 72.07 g/mol
**E_HOMO**: -0.365 Ha

```
9
Properties=species:S:1:pos:R:3:forces:R:3
C 0.09823 -0.14240 2.16813 -0.0804 0.0143 0.3329
H -0.70602 1.83743 -0.30295 -0.0330 -0.3837 0.0373
N -0.65803 0.08296 -0.95647 -0.9917 0.6076 -0.5026
N 0.62005 -1.01714 1.65759 0.3929 -0.6685 0.6921
H 0.88655 -1.21090 -0.41278 -0.0265 0.1913 -0.1395
O -0.30488 1.02071 0.03118 0.3836 0.1139 -0.7029
C 0.03066 -0.96618 -1.02956 0.6476 -0.0281 0.3813
H -0.29140 -1.68674 -1.76197 -0.1949 -0.0163 -0.2494
H -0.39946 0.68258 2.60660 -0.0975 0.1694 0.1509
```
Forces are in eV/Å.

These are the Mulliken partial charges, in e, on atoms 1 to 6: 0.18 0.35 -0.39 -0.47 0.38 -0.35


Density functional theory data (ωB97M-V/def2-TZVPD) for 9 unconnected molecules or ions with the total composition C4H28NO8S2 in a non-equilibrium geometry.

## Properties
**Total charge**: +1
**ΔE to the lowest compared entry with this formula, charge and spin**: 0.000 eV
**LUMO**: -2.71 eV
**Molecular weight**: 282.40 g/mol
**E_HOMO**: -0.427 Ha

```
43
Properties=species:S:1:pos:R:3:forces:R:3
O -1.26869 2.66369 1.71105 0.9282 0.3762 -1.5999
H -0.27325 2.60664 1.57997 -0.8361 0.1664 0.5380
H 1.66278 -2.72632 2.73460 0.7566 -0.9593 0.2380
O 1.13163 -1.97568 2.54273 -0.3257 1.0855 -0.2313
O -2.73170 1.60668 -0.60141 -1.1157 0.7123 -0.3899
H 1.75080 -1.24592 2.30245 -0.1906 -0.5968 0.1295
N -2.23696 0.22513 1.75341 -1.5790 -0.2137 1.3591
H -0.95615 -3.00189 1.61932 -0.2424 1.1006 -0.6123
H -1.54251 2.86418 0.77176 -0.0778 -0.3090 1.3339
H 1.19346 3.02222 -2.08262 -1.2519 -0.8388 1.1908
H -1.70000 1.72926 -3.70610 0.2555 -0.2808 0.6469
C -1.19192 -0.84529 1.91790 0.2649 0.3976 -0.1583
H 2.72966 -1.63856 -2.39170 0.1556 -0.3693 0.1458
H 1.12363 2.21038 0.09244 -0.0956 -0.1702 0.5413
H 3.70923 1.08453 0.66771 -0.1970 -0.5748 0.3882
H 1.63221 -0.73296 -0.31387 -1.0945 -0.4067 -1.4926
H -1.79918 1.18799 1.99235 -0.6263 -0.4292 -0.1891
H 2.64265 0.07716 -2.38840 0.8136 1.2060 0.1101
C 2.05884 -0.79571 -2.44931 -0.9587 -0.6205 0.3138
S -1.72750 -2.04887 -0.55048 -1.0097 0.3582 0.5098
O 2.74363 0.09603 1.87429 -0.5964 1.0582 0.3801
H -1.01816 -0.96419 2.99120 -0.0323 0.0144 -0.2530
H -2.60281 -2.49601 1.63388 0.2652 0.5131 -0.3975
H 2.09576 0.85312 1.66496 0.6446 -0.9324 0.1632
O -1.34143 1.30699 -2.89579 -0.3329 0.0665 -1.1821
S 0.04449 -2.33707 -1.41703 1.0137 0.1059 0.0027
H -3.60994 2.00373 -0.84062 1.2861 -0.5778 0.2211
H 3.11608 0.34121 2.73860 -0.0377 -0.1708 -0.2812
H -2.56967 0.38024 0.78420 0.3278 -0.2539 0.0226
C 1.03629 -0.79204 -1.30940 0.7318 0.6196 1.6968
O 0.53702 2.58873 -1.45725 2.1417 1.5046 -0.4150
O 3.80829 1.89497 0.16839 -1.0671 0.5822 0.1787
H -3.12682 0.02168 2.34270 2.0699 0.4825 -1.1068
O 1.29551 2.19976 1.07873 0.0523 0.2370 -0.7254
H -0.24928 -0.45066 1.47109 -0.8676 -0.3110 0.2683
H -0.13065 2.18176 -1.99684 -0.5648 -0.4214 -0.7452
H 0.39519 0.12419 -1.29044 0.3229 -0.9011 -0.2885
H 4.63732 1.79228 -0.24435 1.6043 0.1549 -0.8850
H -1.14383 0.39522 -3.15486 -0.0046 -0.0329 0.1122
C -1.60753 -2.15079 1.27547 0.2651 -1.3736 0.4335
H 1.59828 -0.82430 -3.42203 -0.3305 -0.0205 -0.4231
H 2.08214 2.76464 1.11478 0.0734 0.0607 0.2018
H -2.22810 1.49306 -1.43776 -0.5383 -0.0380 0.2501
```
Forces are in eV/Å.

These are the Mulliken partial charges, in e, on atoms 1 to 6: -0.80 0.56 0.29 -0.56 -0.68 0.45


Density functional theory data (ωB97M-V/def2-TZVPD) for C3H8N2O2 in the gas phase in a non-equilibrium geometry.

## Properties
**SMILES**: C[C@@H]1O[C@]1(N)NO
**ΔE to the lowest compared entry with this formula, charge and spin**: 3.854 eV
**LUMO**: 0.97 eV
**Molecular weight**: 104.11 g/mol
**E_HOMO**: -0.347 Ha

```
15
Properties=species:S:1:pos:R:3:forces:R:3
O 1.00907 -1.28942 -1.39384 -0.9428 0.1080 -0.5002
H 1.96383 -0.13091 0.76787 -0.2463 0.0948 -0.0590
H 0.75015 0.63193 -1.56525 -0.2146 -0.2430 0.1090
H 1.65050 1.60716 0.95240 0.0166 0.0081 0.0974
H -2.18734 0.13643 -1.56887 0.0330 0.1405 0.1244
C -0.10700 0.41194 1.04522 -0.2981 -1.0525 -1.3003
H -0.73417 0.99610 1.70678 -0.5130 -0.4116 0.0802
N -2.07173 0.21659 -0.56154 0.1098 -0.3151 -0.2562
O -0.47652 -1.00279 0.75043 -0.3019 1.3944 0.1222
H 1.55745 0.52387 2.35240 0.0041 0.0741 -0.1282
C -0.68794 -0.03461 -0.26063 0.4064 -0.1540 1.1574
H -2.61383 -0.54515 -0.15988 -0.0020 0.2201 0.1588
H 0.49565 -1.97366 -1.86676 0.5357 0.3942 0.3224
C 1.34419 0.60999 1.28187 0.6981 0.0371 0.0247
N 0.10769 -0.15746 -1.48021 0.7149 -0.2950 0.0475
```
Forces are in eV/Å.

These are the Mulliken partial charges, in e, on atoms 1 to 6: -0.38 0.37 0.30 0.30 0.32 -0.26


Density functional theory data (ωB97M-V/def2-TZVPD) for a molecular structure, C22H26Cl3GeN2O5SSiZn.

## Properties
**<S²>**: 0.77
**Total charge**: -2
**ΔE to the lowest compared entry with this formula, charge and spin**: 0.000 eV
**Multiplicity**: 2
**LUMO (spin up / spin down)**: 4.31 / 4.29 eV
**Molecular weight**: 702.97 g/mol
**E_HOMO (spin up / spin down)**: -0.004 / -0.097 Ha

```
62
Properties=species:S:1:pos:R:3:forces:R:3
H 1.72528 0.72624 -0.52691 -0.0143 0.0338 0.0122
H 2.56846 -4.01897 -1.31697 -0.0035 -0.0028 -0.0050
Cl 2.19854 -4.09233 -7.62989 -0.0033 -0.0239 0.0036
C -2.00576 3.06199 1.63228 -0.0621 0.0205 0.0181
H -0.47208 3.50813 -2.22913 -0.0153 -0.0044 -0.0027
C 3.18246 -0.84843 -0.29667 -0.0044 0.0259 0.0138
H 1.42205 -3.63869 2.69226 0.0030 0.0013 -0.0041
H 1.11665 1.38608 5.56588 -0.0004 -0.0022 -0.0011
C 1.11135 1.67409 4.51982 -0.0148 -0.0142 -0.0039
C -1.46248 -3.17779 0.99029 -0.0136 -0.0045 0.0585
C 1.71725 3.19143 2.77317 0.0001 -0.0258 -0.0226
C -0.43457 -3.86640 1.62286 -0.0226 0.0064 0.0000
C -2.59140 4.37024 -0.76150 -0.0047 0.0090 0.0137
O -1.00020 -2.30238 -2.37671 0.0213 -0.0237 0.3706
H -2.29692 -1.27979 0.45947 -0.0341 -0.0077 0.0228
N 1.02080 -1.05821 -1.26175 0.0183 0.0735 0.0129
H -1.08837 -2.32315 -3.33754 0.0075 0.0402 -0.3563
H 0.39909 -3.76181 -2.83727 -0.0026 0.0070 -0.0073
O -3.21192 -0.48045 -1.63880 -0.0442 -0.0194 0.0065
H -0.43213 -4.94878 1.66602 -0.0021 0.0001 -0.0041
H -2.63777 4.46256 -1.85236 -0.0041 0.0047 -0.0022
C -1.45920 -1.79239 0.91964 0.0100 -0.0173 0.0327
C 1.22668 -2.35485 -1.44958 -0.0591 0.0007 -0.0111
H 2.21136 4.09587 2.43444 -0.0013 -0.0003 -0.0018
H -1.26754 3.78008 2.00458 -0.0491 0.0076 -0.0139
N -0.93825 0.92019 0.15946 -0.0329 0.0287 0.0046
H 0.27765 4.11547 -0.75907 0.0016 0.0113 -0.0215
C -0.14936 3.22045 -1.22690 -0.0001 -0.0741 -0.0218
H 0.98434 2.72043 0.82405 0.0316 -0.0227 -0.0352
C 1.97217 -0.31461 -0.68597 -0.0219 -0.0103 -0.0053
H 3.92041 -0.21696 0.17832 0.0014 -0.0021 -0.0035
C 0.59936 -3.12450 2.20584 -0.0058 0.0049 0.0023
O -4.21017 1.28134 -3.03338 0.0287 -0.0132 0.0061
C 0.37486 1.22933 2.23780 -0.0363 -0.0509 -0.0412
C 0.07093 -3.14973 -1.99597 0.0001 -0.0758 -0.1124
H 1.43872 -1.20512 2.58332 -0.0042 -0.0271 -0.0221
H -2.05081 5.24653 -0.37519 -0.0071 -0.0027 0.0020
C 3.41181 -2.20017 -0.52171 0.0681 0.0032 -0.0108
C 1.03318 2.41095 1.85686 0.0699 -0.0132 0.0114
H -0.28443 -3.81700 -1.20652 0.0316 0.0350 -0.0211
Si -1.69788 2.69056 -0.21764 -0.0570 0.0353 0.1391
O -3.08983 1.84139 -0.96518 0.0720 0.0538 -0.1456
H -0.10318 0.01329 3.94650 0.0022 0.0382 0.0166
C 1.77002 2.83262 4.11583 0.0115 0.0153 0.0131
C -0.36821 0.41623 1.26235 0.0778 0.0560 0.0166
C -0.41800 -1.02395 1.49311 -0.0003 -0.0212 0.0165
Ge 1.98670 -3.20520 -5.53047 -0.0406 0.0355 0.0224
H -2.28666 -3.72181 0.54120 0.0014 -0.0011 -0.0050
H -3.61966 4.42090 -0.38780 0.0007 0.0001 0.0039
C 2.42786 -2.96651 -1.10929 -0.0237 -0.0685 -0.0451
H 0.63323 2.46653 -1.33373 0.0176 0.0038 0.0242
C 0.42768 0.89379 3.60516 0.0059 0.0104 0.0344
Cl 2.28675 -5.18220 -4.35558 -0.0137 0.0119 0.0122
H 4.35601 -2.65034 -0.24020 -0.0049 0.0009 0.0072
H -1.96818 2.18534 2.27749 -0.0154 0.0190 0.0249
Cl -0.34617 -3.22012 -5.47009 0.0660 -0.0166 0.0328
S -3.12464 0.89532 -2.17852 -0.0419 0.0196 0.0476
O -1.76872 0.99502 -2.81018 0.0442 -0.0936 0.0045
C 0.60543 -1.74700 2.15258 0.0301 -0.0254 -0.0146
H 2.29732 3.44890 4.83429 0.0027 -0.0026 -0.0001
Zn -1.00137 -0.34217 -1.36371 0.0411 0.0596 -0.0476
H -2.98852 3.53048 1.72726 -0.0052 -0.0060 -0.0192
```
Forces are in eV/Å.

These are the Mulliken partial charges, in e, on atoms 1 to 6: 0.21 0.38 -0.50 -1.31 0.45 -0.85


Density functional theory data (ωB97M-V/def2-TZVPD) for C3H7NO3 in the gas phase in a non-equilibrium geometry.

## Properties
**SMILES**: N[C@@H](CO)C(=O)O
**ΔE to the lowest compared entry with this formula, charge and spin**: 3.465 eV
**LUMO**: 0.67 eV
**Molecular weight**: 105.09 g/mol
**E_HOMO**: -0.345 Ha

```
14
Properties=species:S:1:pos:R:3:forces:R:3
C 0.60430 -0.14560 1.46676 -1.2588 -3.7651 -0.9894
H -0.45863 -1.80667 -0.71165 1.2485 1.6818 -0.9068
H -1.05606 1.85714 0.35732 0.4986 -1.7593 -1.1995
H 0.22876 1.73737 -1.83524 0.5099 0.4412 0.4651
H 0.10553 -0.58811 -1.87454 -0.6526 -0.5674 -0.2306
O 0.10730 -1.56768 1.64924 3.0988 2.4036 3.9895
C -0.84887 0.92972 -0.33244 0.2344 0.1651 -0.3180
C 0.48390 0.04849 -0.03879 -1.1485 -0.6724 -1.1431
O -0.59865 1.29282 -1.69038 -1.7791 0.4619 -0.5245
H 0.54286 -1.79370 2.60281 -1.8689 0.5376 -3.0879
H -1.84864 0.22881 -0.44467 2.7644 1.6477 0.8544
O 0.94524 0.59339 2.33514 -0.2207 -0.7442 -0.7257
N 0.28513 -1.10913 -1.03006 0.0396 -1.0615 2.9514
H 1.50784 0.32315 -0.45349 -1.4656 1.2309 0.8651
```
Forces are in eV/Å.

These are the Mulliken partial charges, in e, on atoms 1 to 6: 0.16 0.25 0.29 0.34 0.35 -0.51